--- P ---
# C6H15NO

A 2-piece molecular cluster, C6H15NO overall (the ωB97M-V functional and the def2-TZVPD basis, the OMol25 dataset).

The calculation puts the orbital gap at 10.767 eV. The value obtained for the HOMO energy is -0.36449 hartree. Its total charge is 0. The LUMO energy is 0.849 eV.

Structure (XYZ):
```
23
C6H15NO the ωB97M-V functional and the def2-TZVPD basis
C 1.807 -2.145 0.000
C 0.410 -1.537 0.137
C 0.167 -0.686 1.350
N -0.803 -1.163 2.189
O 0.875 0.242 1.683
H 2.030 -2.579 0.989
H 2.583 -1.372 0.025
H 1.996 -2.896 -0.740
H 0.087 -1.234 -0.820
H -0.224 -2.429 0.258
H -1.050 -0.600 2.981
H -1.461 -1.843 1.909
C 0.524 1.698 -1.434
C -0.809 1.587 -2.202
C -2.076 1.810 -1.403
H 0.993 0.720 -1.480
H 1.195 2.405 -1.910
H 0.409 1.956 -0.390
H -0.885 0.593 -2.662
H -0.752 2.204 -3.095
H -2.351 1.058 -0.691
H -2.887 1.836 -2.124
H -2.081 2.751 -0.848
```

---

--- Q ---
# C6H15NO

One molecule with the formula C6H15NO (the ωB97M-V functional and the def2-TZVPD basis, the OMol25 dataset).

The calculation puts the orbital gap at 9.958 eV. The value obtained for the HOMO energy is -0.33186 hartree. Its total charge is 0. The LUMO energy is 0.928 eV.

Structure (XYZ):
```
23
C6H15NO the ωB97M-V functional and the def2-TZVPD basis
C -1.837 -1.982 1.127
C -1.039 -1.843 -0.217
N 0.259 -1.138 -0.293
C 0.071 0.300 -0.199
C -0.605 0.929 0.993
C 1.481 0.981 -0.317
C 1.606 1.186 -1.781
O 1.591 2.301 0.393
H -1.593 -2.924 1.629
H -1.564 -1.165 1.825
H -3.005 -1.880 0.928
H -1.734 -1.313 -0.872
H -0.901 -2.925 -0.677
H 0.876 -1.451 0.402
H -0.592 0.649 -0.957
H -1.629 0.630 1.133
H -0.719 2.084 0.969
H -0.114 0.894 1.943
H 2.209 0.243 0.168
H 0.916 2.058 -2.056
H 1.185 0.300 -2.448
H 2.619 1.432 -2.130
H 2.519 2.635 0.438
```

---

--- R ---
# C6H15NO

A 2-piece molecular cluster, C6H15NO overall (the ωB97M-V functional and the def2-TZVPD basis, the OMol25 dataset).

The calculation puts the orbital gap at 10.765 eV. The value obtained for the HOMO energy is -0.36447 hartree. Its total charge is 0. The LUMO energy is 0.847 eV.

Structure (XYZ):
```
23
C6H15NO the ωB97M-V functional and the def2-TZVPD basis
C -1.184 2.187 1.725
C -0.409 1.129 0.826
C 0.712 0.438 1.638
N 1.709 1.372 2.032
O 0.777 -0.665 2.029
H -0.987 1.918 2.812
H -2.200 2.240 1.365
H -0.694 3.141 1.536
H -1.145 0.362 0.360
H 0.035 1.537 -0.089
H 2.401 1.187 2.660
H 1.726 2.305 1.619
C 0.619 -1.788 -2.051
C -0.355 -0.987 -2.891
C -1.649 -1.702 -2.677
H 1.543 -1.262 -2.029
H 0.844 -2.843 -2.557
H 0.282 -1.966 -0.954
H -0.474 0.104 -2.546
H -0.067 -0.906 -3.920
H -2.288 -1.370 -3.473
H -1.535 -2.805 -2.983
H -2.021 -1.591 -1.684
```

---

Need the numbers? Relative energies in kcal/mol: P 0.0; Q 40.1; R 14.4.

---

--- P ---
# C6H15NO

A 2-piece molecular cluster, C6H15NO overall (the ωB97M-V functional and the def2-TZVPD basis, the OMol25 dataset).

The calculation puts the orbital gap at 9.498 eV. The value obtained for the HOMO energy is -0.31607 hartree. Its total charge is 0. The LUMO energy is 0.898 eV.

Structure (XYZ):
```
23
C6H15NO the ωB97M-V functional and the def2-TZVPD basis
C -2.214 0.792 0.204
N -1.208 -0.076 -0.380
C -1.158 -1.433 0.144
C 0.097 -0.830 0.617
C 1.357 -1.302 -0.043
C 0.260 -0.172 1.943
H -3.103 0.245 0.533
H -1.831 1.359 1.061
H -2.520 1.511 -0.558
H -1.898 -1.668 0.909
H -1.075 -2.196 -0.627
H 2.178 -0.609 0.113
H 1.609 -2.281 0.383
H 1.225 -1.420 -1.116
H -0.517 0.510 2.293
H 1.156 0.459 1.943
H 0.393 -0.888 2.757
C 1.500 1.433 -1.910
O 0.805 1.384 -0.706
H 0.977 0.910 -2.725
H 2.491 0.960 -1.817
H 1.677 2.469 -2.237
H -0.201 0.845 -0.782
```

---

--- Q ---
# C6H15NO

A 2-piece molecular cluster, C6H15NO overall (the ωB97M-V functional and the def2-TZVPD basis, the OMol25 dataset).

The calculation puts the orbital gap at 8.731 eV. The value obtained for the HOMO energy is -0.28909 hartree. Its total charge is 0. The LUMO energy is 0.864 eV.

Structure (XYZ):
```
23
C6H15NO the ωB97M-V functional and the def2-TZVPD basis
C 0.683 0.563 -2.842
C -0.222 1.044 -1.699
C -0.134 0.269 -0.419
C 0.366 -0.962 -0.299
N 0.421 -1.719 0.857
C 0.382 -1.155 2.212
C 1.197 0.139 2.446
H 1.655 0.268 -2.470
H 0.805 1.374 -3.553
H 0.231 -0.273 -3.378
H 0.059 2.076 -1.493
H -1.255 1.079 -2.065
H -0.376 0.783 0.508
H 0.661 -1.477 -1.203
H 1.015 -2.529 0.796
H 0.846 -1.885 2.857
H -0.677 -1.072 2.470
H 1.954 -0.018 3.207
H 1.751 0.308 1.544
H 0.598 1.017 2.667
O -3.702 0.801 -0.015
H -3.246 0.394 -0.766
H -3.014 0.975 0.640
```

---

--- R ---
# C6H15NO

A 2-piece molecular cluster, C6H15NO overall (the ωB97M-V functional and the def2-TZVPD basis, the OMol25 dataset).

The calculation puts the orbital gap at 9.120 eV. The value obtained for the HOMO energy is -0.30536 hartree. Its total charge is 0. The LUMO energy is 0.811 eV.

Structure (XYZ):
```
23
C6H15NO the ωB97M-V functional and the def2-TZVPD basis
C 1.325 -0.741 -0.982
C 0.259 0.060 -0.237
C -0.325 -0.733 0.958
C -1.791 -0.351 0.895
C -2.048 -0.403 -0.592
N -0.876 0.250 -1.216
C -1.136 1.662 -1.476
H 0.824 -1.665 -1.273
H 1.670 -0.261 -1.891
H 2.215 -0.956 -0.393
H 0.638 1.031 0.098
H -0.081 -1.789 0.939
H 0.176 -0.351 1.846
H -1.908 0.667 1.250
H -2.463 -1.014 1.436
H -2.054 -1.422 -0.976
H -2.995 0.060 -0.889
H -1.522 1.830 -2.489
H -1.850 2.120 -0.776
H -0.229 2.250 -1.365
O 3.702 -0.129 2.485
H 4.470 -0.544 2.885
H 3.997 0.427 1.763
```

---

Need the numbers? Relative energies in kcal/mol: P 58.5; Q 8.5; R 0.0.

---

--- P ---
# C6H15NO

One molecule with the formula C6H15NO (the ωB97M-V functional and the def2-TZVPD basis, the OMol25 dataset).

The calculation puts the orbital gap at 10.296 eV. The value obtained for the HOMO energy is -0.34158 hartree. Its total charge is 0. The LUMO energy is 1.001 eV.

Structure (XYZ):
```
23
C6H15NO the ωB97M-V functional and the def2-TZVPD basis
C -0.413 1.174 3.097
N -1.071 0.653 1.883
C -0.393 1.300 0.742
C -0.889 0.765 -0.623
C -0.590 -0.758 -0.752
C 0.879 -1.138 -0.825
C 1.544 -1.069 -2.209
O 0.824 -1.903 -3.079
H 0.702 1.126 3.041
H -0.693 2.236 3.252
H -0.670 0.600 3.982
H -0.932 -0.349 1.847
H 0.702 1.397 0.757
H -0.750 2.349 0.777
H -1.995 0.783 -0.558
H -0.561 1.387 -1.446
H -1.170 -1.135 -1.627
H -0.970 -1.207 0.158
H 1.402 -0.642 0.014
H 1.021 -2.250 -0.570
H 2.553 -1.489 -2.195
H 1.603 -0.015 -2.636
H -0.131 -1.816 -3.029
```

---

--- Q ---
# C6H15NO

One molecule with the formula C6H15NO (the ωB97M-V functional and the def2-TZVPD basis, the OMol25 dataset).

The calculation puts the orbital gap at 9.449 eV. The value obtained for the HOMO energy is -0.31104 hartree. Its total charge is 0. The LUMO energy is 0.985 eV.

Structure (XYZ):
```
23
C6H15NO the ωB97M-V functional and the def2-TZVPD basis
C 0.998 -2.326 -0.014
C 0.218 -1.145 -0.566
C 1.224 -0.460 -1.556
C -0.617 -0.088 0.236
C -1.426 0.750 -0.949
N 0.121 0.836 0.916
C -0.441 1.488 2.145
O -0.489 2.932 1.772
H 2.015 -2.066 -0.103
H 0.685 -2.862 0.899
H 0.867 -3.113 -0.669
H -0.601 -1.568 -1.207
H 0.870 0.393 -2.152
H 1.706 -1.253 -2.257
H 2.041 0.023 -0.855
H -1.385 -0.581 0.887
H -2.439 0.884 -0.719
H -0.877 1.663 -1.196
H -1.481 0.217 -1.918
H 1.025 0.829 1.014
H -1.386 0.934 2.516
H 0.391 1.480 2.846
H -1.019 3.030 0.931
```

---

--- R ---
# C6H15NO

One molecule with the formula C6H15NO (the ωB97M-V functional and the def2-TZVPD basis, the OMol25 dataset).

The calculation puts the orbital gap at 10.258 eV. The value obtained for the HOMO energy is -0.34336 hartree. Its total charge is 0. The LUMO energy is 0.915 eV.

Structure (XYZ):
```
23
C6H15NO the ωB97M-V functional and the def2-TZVPD basis
C 1.464 -2.596 0.621
C 0.852 -1.395 -0.156
C -0.061 -0.539 0.706
C 0.424 -0.169 2.089
C -0.388 0.755 -0.062
N 0.733 1.645 -0.366
C -1.212 0.557 -1.354
O -2.029 1.683 -1.616
H 0.672 -3.221 1.048
H 2.017 -2.204 1.470
H 2.098 -3.221 -0.003
H 1.733 -0.875 -0.547
H 0.311 -1.833 -0.996
H -0.919 -1.200 0.873
H 1.249 0.548 2.155
H -0.356 0.349 2.660
H 0.674 -1.008 2.735
H -1.085 1.300 0.593
H 1.591 1.262 0.006
H 0.640 2.572 0.035
H -1.931 -0.252 -1.213
H -0.548 0.359 -2.195
H -1.494 2.470 -1.654
```

---

Need the numbers? Relative energies in kcal/mol: P 13.9; Q 49.5; R 0.0.

---

--- P ---
# C6H15NO

C6H15NO as an isolated structure (the ωB97M-V functional and the def2-TZVPD basis, the OMol25 dataset).

The calculation puts the orbital gap at 9.518 eV. The value obtained for the HOMO energy is -0.32634 hartree. Its total charge is 0. The LUMO energy is 0.638 eV.

Structure (XYZ):
```
23
C6H15NO the ωB97M-V functional and the def2-TZVPD basis
C 1.973 1.085 -0.160
N 1.834 0.443 -1.440
C 1.330 0.454 1.020
C 1.464 -0.946 1.171
O 3.142 0.872 0.606
H 2.697 -0.530 0.972
H 1.742 2.147 -0.272
H 2.276 -0.470 -1.434
H 2.297 0.993 -2.154
H 1.056 1.099 1.846
H 1.229 -1.570 0.314
H 1.262 -1.378 2.143
C -1.837 0.050 -0.772
C -2.167 0.866 0.478
C -2.031 -1.451 -0.557
H -2.470 0.384 -1.600
H -0.805 0.245 -1.075
H -1.542 0.555 1.320
H -1.410 -1.811 0.267
H -3.071 -1.683 -0.311
H -1.999 1.933 0.315
H -3.211 0.734 0.772
H -1.758 -2.019 -1.449
```

---

--- Q ---
# C6H15NO

One molecule with the formula C6H15NO (the ωB97M-V functional and the def2-TZVPD basis, the OMol25 dataset).

The calculation puts the orbital gap at 9.279 eV. The value obtained for the HOMO energy is -0.30730 hartree. Its total charge is 0. The LUMO energy is 0.917 eV.

Structure (XYZ):
```
23
C6H15NO the ωB97M-V functional and the def2-TZVPD basis
C 1.830 0.864 -0.613
C 0.723 1.138 -1.762
O 1.273 1.176 -3.072
C -0.429 0.121 -1.514
C -0.880 0.335 -0.031
N -0.362 -0.575 1.090
C -0.636 0.032 2.451
C -0.838 -1.978 1.115
H 2.795 0.425 -1.025
H 2.024 1.864 -0.228
H 1.627 0.191 0.298
H 0.113 2.056 -1.565
H 1.499 0.167 -3.211
H -1.319 0.291 -2.036
H -0.196 -0.896 -1.700
H -0.625 1.368 0.376
H -1.960 0.453 0.072
H -1.385 -0.501 3.028
H -0.677 1.134 2.401
H 0.371 -0.202 2.998
H -0.171 -2.600 0.424
H -1.791 -2.199 0.574
H -0.987 -2.664 1.930
```

---

Need the numbers? Relative energies in kcal/mol: P 13.4; Q 0.0.